Entry 1:
DFT (wB97M-V/def2-TZVPD) results for a molecular structure, C44H44MgN5O7P2S.

## Properties
net charge	-1
2S+1	1
gap between HOMO and LUMO	7.25	eV

Last column: Mulliken charge in e.
Cartesian coordinates (Å):
1 Mg 0.46532 -0.07599 -0.00733  2.7779
2 O -2.41595 4.42416 4.38885  -0.7117
3 C -1.52255 3.66169 4.80945  0.3054
4 O -1.08739 3.47001 5.96093  -0.7450
5 C -0.83811 2.81706 3.70777  -0.1939
6 C -0.12364 1.67047 4.03923  -0.8503
7 C 0.32349 0.83197 3.03592  -0.3136
8 N 0.09823 1.08143 1.74107  0.8132
9 C -0.53600 2.22121 1.41079  0.5423
10 C -1.00159 3.11188 2.35912  -0.2939
11 C -0.77003 2.44554 -0.08462  -0.3614
12 O -1.10794 3.55488 -0.47154  -0.7980
13 O -0.55727 1.40793 -0.82356  -1.1727
14 H 0.03442 1.44657 5.08604  0.5175
15 H 0.86577 -0.08377 3.24520  -0.1263
16 H -1.54929 3.99410 2.05962  0.5399
17 C 3.17941 -0.63704 -3.96907  -1.7554
18 C 2.30830 -1.26064 -2.88190  2.2122
19 C 2.30818 -2.78121 -2.96694  -1.7602
20 C 0.89754 -0.67184 -2.94237  -0.1618
21 C 0.13209 -0.98708 -4.23126  -0.6516
22 O -1.02680 -1.71550 -3.78571  -0.4859
23 C -0.98751 -1.75423 -2.43581  0.4913
24 N 0.01830 -1.21438 -1.87159  0.0166
25 C -2.15690 -2.47879 -1.85955  -0.3603
26 C -2.80742 -3.35909 -2.73399  -0.9851
27 C -3.91066 -4.08383 -2.32824  -0.6551
28 C -4.39954 -3.92791 -1.03924  -0.8048
29 C -3.76516 -3.05967 -0.17234  -0.3833
30 C -2.63736 -2.33125 -0.55414  0.1939
31 P -1.86967 -1.23887 0.71412  1.8996
32 C -1.89368 -2.41931 2.11581  0.3399
33 C -2.60311 -2.26177 3.29996  -0.1988
34 C -2.55470 -3.24323 4.28489  -0.7067
35 C -1.82049 -4.40073 4.08546  -0.8014
36 C -1.11357 -4.56978 2.90043  -0.7961
37 C -1.13394 -3.57812 1.93594  -0.6161
38 C -3.18967 -0.02442 1.02322  0.8278
39 C -3.14356 0.78960 2.15350  -0.3996
40 C -4.03746 1.83964 2.31453  -0.9314
41 C -4.98841 2.08907 1.33742  -0.9109
42 C -5.03638 1.29314 0.19999  -0.7819
43 C -4.14210 0.24644 0.03932  -0.9129
44 H 4.22161 -0.93780 -3.84695  0.4455
45 H 3.14318 0.45552 -3.94023  0.3149
46 H 2.86550 -0.95385 -4.96893  0.3857
47 H 2.71933 -0.99987 -1.90403  -0.5871
48 H 1.98667 -3.13756 -3.95087  0.2973
49 H 1.65067 -3.21186 -2.21053  0.2162
50 H 3.31312 -3.16846 -2.78861  0.5288
51 H 0.95053 0.41009 -2.79166  0.1171
52 H 0.68411 -1.62911 -4.91590  0.3681
53 H -0.21037 -0.10068 -4.76078  0.3115
54 H -2.43407 -3.47123 -3.74072  0.5011
55 H -4.39019 -4.76496 -3.01977  0.3864
56 H -5.26926 -4.48241 -0.70993  0.4414
57 H -4.14204 -2.94097 0.83636  0.4683
58 H -3.21868 -1.38845 3.46558  0.4088
59 H -3.10919 -3.09766 5.20379  0.4481
60 H -1.79632 -5.17122 4.84667  0.4193
61 H -0.53729 -5.46973 2.73061  0.6327
62 H -0.55920 -3.71502 1.02522  0.4475
63 H -2.36890 0.65684 2.89860  0.6174
64 H -3.94224 2.49334 3.17492  0.4013
65 H -5.67048 2.92260 1.44850  0.4162
66 H -5.75935 1.50070 -0.57932  0.3977
67 H -4.18064 -0.34813 -0.86475  0.3356
68 C 4.58824 3.43650 -2.21180  -1.0527
69 N 3.24850 3.98454 -2.01610  0.1117
70 C 3.24458 4.77669 -0.78451  -0.9076
71 N 3.70860 4.04418 0.39251  0.0895
72 C 5.03496 3.50389 0.11608  -0.9608
73 N 5.10562 2.66377 -1.08144  0.1306
74 C 4.34028 1.42437 -0.89294  -1.3112
75 P 2.54055 1.72023 -0.57248  2.6865
76 C 2.23941 2.92005 -1.95339  -1.7641
77 C 2.76167 2.98951 0.76499  -1.3835
78 H 5.27092 4.27236 -2.38408  0.2869
79 H 4.58697 2.80285 -3.10217  0.4473
80 H 2.23364 5.14344 -0.60126  0.4326
81 H 3.90855 5.63187 -0.93210  0.2981
82 H 5.37172 2.92310 0.97685  0.4113
83 H 5.71776 4.34538 -0.02523  0.3454
84 H 4.75026 0.85880 -0.05289  0.3848
85 H 4.45025 0.79311 -1.77842  0.3267
86 H 1.24434 3.35162 -1.82053  0.4948
87 H 2.22907 2.38257 -2.90605  0.4377
88 H 3.10520 2.48386 1.67038  0.3501
89 H 1.79410 3.43733 0.99811  0.6013
90 O 2.44985 -6.66457 5.16630  -0.5125
91 C 2.13265 -6.63797 3.84745  0.6182
92 O 1.80507 -7.65804 3.30481  -0.5992
93 C 2.21329 -5.31855 3.16359  1.0340
94 C 2.24008 -4.10001 3.83818  -0.9041
95 C 2.28334 -2.90539 3.14206  -1.0027
96 C 2.30400 -2.88224 1.74314  0.1818
97 S 2.45958 -1.36083 0.87889  -0.3017
98 C 2.26622 -4.11432 1.07533  -0.3610
99 C 2.21656 -5.30739 1.77004  -0.9245
100 H 2.77825 -5.79907 5.43282  0.3316
101 H 2.18395 -4.04887 4.92149  0.2363
102 H 2.30251 -1.96623 3.67979  0.4209
103 H 2.29033 -4.11744 -0.00720  0.3462
104 H 2.18262 -6.25421 1.24621  0.4096

=====

Entry 2:
DFT (wB97M-V/def2-TZVPD) results for a molecular structure, C44H45BrN6O5S3SiTa in a non-equilibrium geometry.

## Properties
net charge	-1
2S+1	1
gap between HOMO and LUMO	6.96	eV

Last column: Mulliken charge in e.
Cartesian coordinates (Å):
1 Ta -1.56495 -0.35122 0.66596  0.8843
2 O -2.87191 1.28074 4.48402  -0.7629
3 C -2.80303 0.96858 3.30741  0.5041
4 N -1.72250 0.53897 2.62428  0.9290
5 C -0.44223 0.93431 3.06986  -0.2710
6 C 0.07156 0.82444 4.35242  -0.6360
7 C 1.36429 1.27824 4.59029  -1.0680
8 C 2.12024 1.82421 3.56212  -0.7313
9 C 1.60618 1.92496 2.27355  -0.1144
10 C 0.31812 1.47592 2.03457  0.1234
11 N -0.37108 1.46664 0.78624  0.4951
12 C -0.34186 2.57168 0.03281  -0.0041
13 O 0.29698 3.60057 0.22695  -0.7936
14 C -1.29174 2.51751 -1.12829  0.2009
15 C -1.30233 3.57979 -2.02101  -1.1357
16 C -2.20204 3.56873 -3.06474  -0.7427
17 C -3.07896 2.49767 -3.16168  -1.8388
18 C -3.00271 1.49054 -2.22164  -0.6020
19 N -2.12216 1.47617 -1.20924  0.8477
20 C -3.99149 1.17401 2.40707  0.1029
21 C -5.18826 1.58762 2.95795  -1.1128
22 C -6.27735 1.76662 2.12433  -0.4284
23 C -6.11443 1.52899 0.77062  -1.2297
24 C -4.86802 1.14097 0.30684  0.1774
25 N -3.80768 0.97736 1.09576  0.4514
26 H -0.53727 0.40591 5.14050  0.7065
27 H 1.78170 1.20381 5.58740  0.3890
28 H 3.12563 2.17719 3.76264  0.3958
29 H 2.19261 2.33861 1.46926  0.5919
30 H -0.60543 4.38714 -1.84724  0.8935
31 H -2.22902 4.37744 -3.78551  0.4540
32 H -3.81712 2.43177 -3.94932  0.4757
33 H -3.67465 0.64775 -2.28952  1.0404
34 H -5.22584 1.73710 4.02767  0.5378
35 H -7.23589 2.07333 2.52333  0.4328
36 H -6.93200 1.63710 0.07083  0.4512
37 H -4.73183 0.94033 -0.74471  0.2904
38 S -3.44445 -1.73000 1.93694  -0.4370
39 C -2.59216 -2.18446 3.37272  1.0795
40 C -3.26219 -2.45197 4.57034  -0.9696
41 C -2.56611 -2.81910 5.71029  0.7390
42 C -3.29873 -3.08495 6.92263  -0.2531
43 N -3.89564 -3.31119 7.88010  -0.5819
44 C -1.16624 -2.92282 5.67769  0.4372
45 C -0.49604 -2.66270 4.48927  -0.9592
46 C -1.19574 -2.30137 3.34473  0.1544
47 S -0.31820 -2.04676 1.84356  -0.1179
48 C -0.41782 -3.28908 6.85004  -0.1906
49 N 0.18519 -3.59297 7.78223  -0.5885
50 H -4.34017 -2.35756 4.61050  0.5140
51 H 0.58453 -2.73488 4.45748  0.5135
52 C 3.15863 3.36595 -1.42345  -1.3534
53 C 2.60039 2.51082 -2.55385  1.7843
54 C 1.74008 3.37048 -3.47080  -1.5793
55 C 3.73888 1.87973 -3.35261  -1.4954
56 O 1.69676 1.50870 -2.01883  0.8699
57 Si 2.03995 0.04005 -1.36431  -1.3108
58 S 0.23661 -0.95908 -0.91918  -1.0691
59 O 2.76840 -0.94584 -2.46007  0.6844
60 C 2.34450 -1.64734 -3.64224  1.8113
61 C 1.24012 -0.88248 -4.36822  -0.8633
62 C 1.87865 -3.04755 -3.25795  -1.6277
63 C 3.58323 -1.74240 -4.52284  -1.8535
64 O 3.15115 0.32380 -0.20603  0.5749
65 C 4.02530 -0.46727 0.62457  1.6420
66 C 4.90043 0.54374 1.35040  -1.5315
67 C 4.89032 -1.39320 -0.22411  -1.7582
68 C 3.18878 -1.25670 1.61488  -0.9993
69 H 3.75103 4.18634 -1.84204  0.5308
70 H 3.79976 2.77147 -0.77145  -0.0159
71 H 2.33881 3.78620 -0.84015  0.2387
72 H 2.36472 4.06052 -4.04525  0.4495
73 H 1.03231 3.95496 -2.87686  0.2068
74 H 1.18059 2.73754 -4.16484  0.2361
75 H 4.38381 2.67233 -3.74066  0.6445
76 H 3.35468 1.30289 -4.19672  0.1891
77 H 4.34505 1.21850 -2.73038  0.1136
78 H 0.33203 -0.84039 -3.76256  -0.1079
79 H 1.00074 -1.37789 -5.31324  0.6319
80 H 1.56272 0.14054 -4.58304  0.0217
81 H 1.00689 -3.00564 -2.60600  0.2019
82 H 2.68115 -3.57669 -2.73516  0.2995
83 H 1.61748 -3.61663 -4.15557  0.4567
84 H 3.92036 -0.74848 -4.82303  0.3207
85 H 3.37008 -2.32583 -5.42260  0.4465
86 H 4.39305 -2.22832 -3.97332  0.2929
87 H 5.42116 1.17717 0.62730  0.3414
88 H 5.64466 0.03173 1.96704  0.3888
89 H 4.28656 1.17498 1.99364  0.1283
90 H 5.49565 -0.81926 -0.93159  0.3425
91 H 4.28009 -2.09482 -0.79008  0.2264
92 H 5.56221 -1.95871 0.42776  0.4697
93 H 2.55072 -0.58093 2.18939  -0.0414
94 H 3.83253 -1.80781 2.30673  0.5334
95 H 2.54474 -1.97284 1.09851  0.2210
96 Br -3.68011 -4.84010 -4.34480  -0.2461
97 C -3.18597 -3.60109 -2.98974  -0.1448
98 C -2.71072 -2.35177 -3.34063  -1.1633
99 C -2.35151 -1.46592 -2.33428  0.6124
100 C -2.48719 -1.72254 -0.95613  1.4012
101 C -2.90836 -3.03624 -0.67988  -0.7661
102 C -3.25509 -3.96195 -1.66116  -1.0448
103 H -2.57810 -2.08336 -4.38176  0.4339
104 H -1.84368 -0.57452 -2.66547  0.1080
105 H -2.96326 -3.37795 0.34211  0.4223
106 H -3.57154 -4.95861 -1.37977  0.4509

=====

In order of appearance, LUMO energy = 0.064 0.057 hartree.